(1)
50
Properties=species:S:1:pos:R:3:forces:R:3 method="wB97M-V/def2-TZVPD" total_charge=+1 homo_energy_ev="-11.49 / -11.63" homo_lumo_gap_ev="8.243 / 6.706" fmax_ev_per_a=2.64 mol_weight_g_mol=563.4 lumo_energy_ha="-0.119 / -0.181" spin_multiplicity=5 e_tot_ha=-1982.17783
Rh 0.235608 -0.677198 0.162604 -0.6 -0.3 0.2
O 0.710860 -1.071983 2.230268 -0.4 0.2 -0.1
N -0.143315 -1.832573 2.930138 0.6 0.1 -0.9
C -0.109527 -1.711547 4.262811 0.5 0.9 0.3
C -0.856830 -2.546743 5.019885 -0.3 -0.1 0.5
C -1.681533 -3.493851 4.411832 -0.1 -0.1 0.0
C -1.741121 -3.588491 3.046810 0.8 0.7 0.0
C -0.903927 -2.741797 2.288865 -0.2 -0.3 -0.2
S -0.724579 -2.855882 0.567666 -0.2 0.3 -0.1
H 0.516747 -0.887193 4.642239 -0.4 -0.7 -0.3
H -0.807662 -2.424817 6.085356 -0.1 -0.1 0.3
H -2.280824 -4.161175 5.001667 -0.2 -0.1 0.3
H -2.372457 -4.307222 2.564203 -0.1 -0.1 -0.3
N -1.593005 -1.720449 -2.810949 0.1 0.1 -0.2
C -0.381276 -1.254574 -3.094684 0.8 0.3 -0.6
N -0.048676 -1.109422 -4.369948 1.2 0.2 -0.5
C 1.250411 -0.772011 -4.603391 -1.8 0.0 -0.2
N 1.604597 -0.468661 -5.851107 0.9 -0.1 0.6
N 2.222781 -0.693196 -3.676723 0.0 0.0 0.7
C 1.785500 -0.767472 -2.438327 -0.6 -0.6 -1.0
N 0.484540 -0.970487 -2.111051 1.6 -0.1 2.1
C 2.837828 -0.680405 -1.368922 0.3 0.2 -0.9
C 4.195469 -0.681832 -1.687467 -0.7 -0.2 -1.9
C 5.171529 -0.484193 -0.773820 -0.5 0.3 2.4
C 4.716075 -0.257006 0.543937 0.3 -0.1 -0.3
C 3.347214 -0.317739 0.810553 1.5 0.3 0.6
N 2.438242 -0.537047 -0.126907 -0.8 0.2 0.5
H -2.185135 -1.833816 -3.605546 -0.5 -0.1 -0.2
H -1.972370 -1.728510 -1.889081 -0.1 0.0 0.4
H 0.951533 -0.360511 -6.581012 -0.8 -0.1 -0.6
H 2.543584 -0.140823 -5.990241 0.0 0.0 -0.1
H 4.479346 -0.812162 -2.714443 -0.2 -0.1 -0.3
H 6.218244 -0.492142 -1.020009 0.1 0.0 -0.1
H 5.418527 -0.026696 1.349662 -0.4 -0.2 -0.2
H 3.029456 -0.136739 1.821338 -0.4 -0.1 0.1
O -0.854805 1.678022 -1.898864 0.2 -0.2 0.0
C -1.284826 1.795870 -0.779425 0.0 -0.4 0.5
N -1.127101 0.860410 0.282888 0.1 -0.2 -0.2
C -1.853934 1.298117 1.426365 0.4 0.3 -1.0
O -1.964938 0.714711 2.464528 0.1 -0.6 0.5
C -2.409067 2.630701 1.075602 0.3 0.3 -0.2
C -3.065270 3.541357 1.864900 -0.9 0.4 -0.1
C -3.417685 4.768302 1.264828 0.5 -0.6 0.2
C -3.064440 5.062109 -0.053139 0.0 -0.2 0.4
C -2.380905 4.124946 -0.839370 -0.5 0.3 -0.2
C -2.063291 2.919241 -0.239299 -0.3 0.7 0.1
H -3.392335 3.271058 2.871885 0.3 0.2 -0.3
H -3.936761 5.509097 1.851832 -0.1 0.1 0.0
H -3.343563 6.043947 -0.418625 0.1 -0.2 -0.3
H -2.196938 4.328463 -1.900299 0.2 -0.2 0.5

---

(2)
62
Properties=species:S:1:pos:R:3:forces:R:3 method="wB97M-V/def2-TZVPD" total_charge=+1 homo_energy_ev="-12.70 / -12.71" homo_lumo_gap_ev="6.215 / 5.524" fmax_ev_per_a=4.82 de_lowest_kj_mol=244.2 mol_weight_g_mol=972.9 lumo_energy_ha="-0.238 / -0.264" spin_multiplicity=2 e_tot_ha=-6085.36397
Pt -0.547910 -0.344340 -0.411629 4.6 0.0 -1.4
C 2.558951 -1.815717 -0.533413 0.5 -0.5 0.6
N 1.814985 -0.575425 -0.571292 -2.4 0.8 -0.2
C 2.399829 0.552614 -0.782496 0.4 -0.3 0.0
C 1.613889 1.698885 -0.974143 -0.2 0.3 -0.1
C 1.952598 3.039621 -1.314487 -0.2 0.2 0.1
C 0.767297 3.683578 -1.521674 0.6 0.0 0.0
C -0.283972 2.710351 -1.314901 -0.5 0.0 0.0
N 0.238334 1.553972 -0.985581 -1.5 -1.1 0.9
C 3.325745 -1.932030 0.772837 -0.2 0.0 -0.1
C 4.682656 -1.638245 0.817963 0.0 -0.3 0.0
C 5.401997 -1.879577 1.979784 -0.1 0.2 0.1
C 4.745330 -2.338695 3.112807 0.1 0.0 0.0
C 3.387296 -2.621380 3.072123 -0.1 0.2 0.1
C 2.669363 -2.403749 1.906486 0.3 -0.2 -0.1
H 3.252556 -1.859678 -1.376319 -0.1 0.2 0.0
H 1.857621 -2.640306 -0.609730 0.1 0.1 -0.1
H 3.482307 0.632165 -0.866770 0.0 -0.2 0.0
H 2.951461 3.434397 -1.384431 0.0 0.0 0.0
H 0.614018 4.713717 -1.791888 -0.1 0.0 -0.1
H -1.349204 2.863684 -1.426890 0.0 -0.1 0.1
H 5.198553 -1.301180 -0.072741 0.0 0.0 -0.1
H 6.471427 -1.721760 1.990278 0.0 0.1 0.1
H 5.295715 -2.472093 4.034048 0.0 -0.1 0.0
H 2.886754 -3.014446 3.946166 0.0 0.0 0.0
H 1.619157 -2.661187 1.848769 0.0 -0.1 0.0
F -4.009340 -0.283997 -3.637709 -0.2 -0.1 0.5
C -2.932589 -0.859729 -3.182213 0.5 0.0 -0.2
F -2.024895 0.068304 -2.814941 -0.2 0.2 0.1
F -2.378092 -1.545477 -4.179128 -0.2 0.0 0.0
S -3.128772 -2.048737 -1.701841 0.5 -0.2 -0.2
O -2.548277 -1.430468 -0.500176 -0.5 0.8 -0.3
O -4.455461 -2.514329 -1.608697 -0.2 0.1 -0.2
N -2.142442 -3.172633 -2.232485 0.1 -0.3 0.3
S -0.678506 -3.403647 -1.825073 0.2 0.2 -0.7
O -0.209699 -2.561497 -0.695403 -0.4 0.5 0.7
O -0.261188 -4.752396 -1.728496 -0.1 -0.2 0.0
C 0.330897 -2.673981 -3.243213 0.1 0.3 0.4
F -0.076718 -2.996119 -4.445359 -0.1 -0.2 0.1
F 1.612153 -3.015854 -3.101820 -0.1 -0.2 0.0
F 0.282231 -1.324718 -3.112668 -0.1 0.0 -0.2
F -2.404923 1.342671 -0.195584 -1.1 0.2 -0.2
As -4.126669 2.139383 -0.635912 1.3 -0.2 1.1
F -3.416070 2.476439 -2.169299 0.0 -0.2 -0.1
F -3.344685 3.581633 -0.018292 -0.3 -0.1 -0.3
F -5.589513 2.878187 -1.037746 -0.1 0.1 -0.1
F -4.635110 1.803743 0.981694 0.0 0.0 -0.2
F -4.606295 0.553366 -1.079306 0.1 0.1 -0.3
Cl -3.133477 -0.315831 2.448012 -0.2 -0.2 0.2
C -2.154765 1.057484 2.548354 0.2 0.2 -0.3
C -2.714908 2.290887 2.851919 -0.1 -0.2 0.3
C -1.932545 3.428631 2.841533 0.1 -0.4 -0.1
C -0.558199 3.338295 2.561840 0.4 0.0 -0.1
C 0.012476 2.129203 2.269082 0.1 0.4 0.0
C -0.757526 0.941192 2.232331 -0.5 -0.2 0.1
C -0.176432 -0.294905 1.915126 -0.2 0.7 0.7
H -3.770259 2.350046 3.069306 0.0 0.0 0.0
H -2.382496 4.390853 3.040316 0.0 0.0 0.0
H 0.056050 4.227720 2.589177 0.0 0.0 0.0
H 1.075249 2.064674 2.068797 0.0 0.0 0.0
H -0.730313 -1.184635 2.194115 0.0 -0.2 -0.4
H 0.904340 -0.346917 1.990866 0.0 -0.1 -0.4

---

(3)
45
Properties=species:S:1:pos:R:3:forces:R:3 method="wB97M-V/def2-TZVPD" total_charge=+2 homo_energy_ev="-13.04 / -13.96" homo_lumo_gap_ev="5.927 / 6.848" fmax_ev_per_a=3.78 de_lowest_kj_mol=231.4 mol_weight_g_mol=514.5 lumo_energy_ha="-0.261 / -0.261" spin_multiplicity=2 e_tot_ha=-3745.59169
Zr -0.058580 -0.700297 -0.606874 -0.7 -3.0 1.3
O 6.018803 -1.506230 0.589202 -1.9 1.0 -0.2
C 4.671864 -1.478938 0.322985 1.8 -3.0 1.3
C 3.952142 -0.431222 -0.122589 -2.2 2.5 -1.8
C 2.590653 -0.551301 -0.493650 2.1 -1.8 1.8
N 1.896541 -1.701112 -0.163064 1.3 0.5 -1.7
C 2.677016 -2.789123 0.141048 -0.5 -0.2 0.2
Br 1.946855 -4.524110 -0.054775 -0.2 0.6 0.4
C 4.011367 -2.727731 0.465738 -0.2 1.9 -0.6
H 6.343426 -0.586753 0.630288 0.2 -0.5 -0.1
H 4.387696 0.538295 -0.317580 0.4 0.0 -0.1
H 2.102416 0.272973 -1.031633 0.3 -0.6 0.4
H 4.580097 -3.564509 0.772549 0.3 -0.9 0.1
C -2.681560 2.382738 0.624437 -1.4 0.4 -0.1
C -3.942741 1.750351 0.358357 0.4 -0.4 0.1
C -4.080322 0.360666 0.439256 0.6 0.0 0.0
C -2.896915 -0.414888 0.506363 1.4 1.1 -0.6
N -1.663645 0.210473 0.714870 -1.4 0.5 0.6
C -1.631768 1.571089 0.984842 -0.2 -0.5 -1.1
C -2.795460 -1.836478 0.090934 -1.2 -1.1 -1.0
C -3.914953 -2.714979 0.170468 1.0 0.6 0.9
C -3.747579 -4.073114 -0.036123 0.8 0.1 -1.4
C -2.551591 -4.531478 -0.660125 -1.0 -0.5 1.2
C -1.528836 -3.640606 -0.940080 0.0 -0.3 -0.2
C -1.636165 -2.288656 -0.587450 0.3 0.9 0.7
H -2.592044 3.508213 0.507265 -0.1 -1.6 0.7
H -4.809414 2.346445 0.069570 0.3 -0.1 0.2
H -5.029798 -0.184556 0.312082 0.5 0.7 0.0
H -0.703100 2.041807 1.332065 -0.3 -0.7 -0.1
H -4.869992 -2.346055 0.502378 -0.2 0.0 0.3
H -4.567109 -4.754800 0.165053 0.1 0.0 -0.1
H -2.452394 -5.620493 -0.804914 0.1 0.7 -0.2
H -0.610544 -4.040942 -1.391483 -0.5 0.3 0.0
O 0.362446 1.141034 -1.183732 0.9 3.5 0.7
N 0.792182 2.334764 -0.580560 -1.7 -1.3 -0.6
C 1.796008 2.431136 0.325991 0.4 -1.2 -1.4
C 2.279637 3.670817 0.597919 0.5 1.2 0.6
C 1.633952 4.773705 0.082657 -0.9 1.2 -1.1
C 0.413108 4.623180 -0.610950 0.0 0.0 0.9
C -0.035014 3.355904 -0.890147 1.4 0.4 0.2
H 2.344908 1.532201 0.617840 -0.6 0.3 -0.1
H 3.179858 3.823681 1.191702 -0.3 -0.3 0.0
H 2.043197 5.793442 0.129444 -0.1 -0.6 0.4
H -0.255343 5.449070 -0.826344 0.4 0.1 -0.2
H -0.969306 3.096403 -1.343218 0.0 -0.1 -0.5

---

(4)
41
Properties=species:S:1:pos:R:3:forces:R:3 method="wB97M-V/def2-TZVPD" homo_energy_ev=-8.22 homo_lumo_gap_ev=8.738 smiles=C[C@@H](n1cnc2ccccc21)n1c2ccccc2c2ccccc21 fmax_ev_per_a=2.70 de_lowest_kj_mol=0.0 mol_weight_g_mol=311.4 lumo_energy_ha=0.019 e_tot_ha=-974.70828
C -0.828451 -2.359756 1.762354 -0.5 0.9 1.0
C -0.258807 -1.586742 0.543190 0.6 0.0 -1.2
N 0.234114 -0.264231 0.929783 0.4 0.4 0.0
C 1.562459 0.192526 1.127945 1.3 0.7 0.4
C 2.848231 -0.387203 1.122103 0.2 0.1 0.2
C 3.983621 0.377364 1.501375 -0.3 0.4 0.1
C 3.914705 1.750128 1.848720 -0.5 -0.3 -0.4
C 2.646056 2.341407 1.830538 1.1 0.1 0.0
C 1.541036 1.565678 1.532079 -0.4 -0.8 -0.2
C 0.172296 1.927372 1.656146 -1.0 0.5 -0.4
C -0.601743 0.789805 1.336635 0.7 0.1 -0.2
C -1.974488 0.787884 1.387797 -0.1 0.2 0.1
C -2.602829 1.976600 1.743383 0.1 -0.2 0.0
C -1.840711 3.134145 1.995321 -0.1 0.8 0.0
C -0.435637 3.155702 1.938867 -1.1 -1.1 -0.2
H -0.294139 -3.321222 1.926111 -0.6 0.6 -0.3
H -0.677317 -1.729086 2.698390 0.1 -0.7 -1.3
H -1.922352 -2.473636 1.741718 0.4 -0.4 -0.2
H 0.596274 -2.179131 0.225717 0.3 0.4 0.0
H 2.995837 -1.433337 0.890403 0.0 -0.1 -0.1
H 4.981372 -0.072105 1.556120 -0.6 -0.2 -0.2
H 4.815452 2.349930 2.104347 -0.8 -0.7 -0.2
H 2.521321 3.417552 2.021727 0.0 -0.6 0.1
H -2.468471 -0.139749 1.155156 -0.6 0.1 0.0
H -3.697414 1.973231 1.801886 0.5 0.3 0.0
H -2.383084 4.068971 2.197677 0.3 -0.5 0.0
H 0.158179 4.061170 2.038770 -0.3 -0.1 0.2
C -0.512171 -0.924677 -4.904488 0.4 0.1 0.6
C -1.669166 -1.493773 -4.372239 0.0 0.0 -0.5
C -1.763669 -1.659362 -2.977520 1.3 0.3 0.8
C -0.663441 -1.326841 -2.125639 -1.1 0.0 0.0
C 0.470956 -0.765804 -2.661440 0.9 0.4 -0.5
C 0.552735 -0.542303 -4.052745 -0.6 -0.5 0.8
N -1.109999 -1.566054 -0.788537 1.2 0.0 1.1
C -2.368252 -2.059408 -0.923738 -0.6 0.2 -2.6
N -2.783438 -2.102937 -2.199861 -0.9 -0.7 2.1
H -0.385687 -0.757212 -5.980839 -0.3 -0.2 0.5
H -2.470000 -1.798942 -5.068104 0.3 0.2 0.7
H 1.276957 -0.497975 -1.990208 0.2 0.2 -0.2
H 1.444033 -0.076455 -4.462931 -0.1 -0.1 0.1
H -3.004358 -2.351518 -0.105976 0.1 0.0 0.1